# C18H14AsO4PbS2

A structure of composition C18H14AsO4PbS2 at a distorted geometry (the ωB97M-V functional and the def2-TZVPD basis, the Open Molecules 2025 dataset).

Its spin multiplicity is 1. The net charge is +1. As for the total energy: -4220.01994 a.u. The value obtained for the LUMO energy is -4.14 eV. The calculation puts the gap between HOMO and LUMO at 0.2887 Ha.

Last column: Löwdin charge in e.
Geometry (Å):
1 Pb 1.467 -4.472 0.609  1.301
2 O 3.744 -1.588 2.478  -0.211
3 S 2.511 -1.948 1.857  0.394
4 O 1.590 -2.865 2.533  -0.445
5 O 1.704 -0.560 1.561  -0.452
6 O 2.678 -2.407 0.398  -0.520
7 S -0.822 -3.287 0.261  0.520
8 C -0.285 -2.477 -1.222  -0.723
9 C -0.496 -3.177 -2.445  -0.125
10 C -0.205 -2.606 -3.655  -0.041
11 C 0.273 -1.251 -3.753  -0.043
12 C 0.402 -0.549 -2.586  -0.073
13 C 0.121 -1.129 -1.292  -0.288
14 As 0.286 -0.149 0.407  1.472
15 C -1.368 0.151 1.333  -0.322
16 C -1.538 1.134 2.367  -0.045
17 C -2.725 1.111 3.152  -0.037
18 C -3.723 0.162 2.805  -0.052
19 C -3.625 -0.617 1.663  -0.031
20 C -2.404 -0.626 0.940  -0.151
21 C 1.021 1.583 0.014  -0.320
22 C 0.209 2.443 -0.791  -0.119
23 C 0.691 3.690 -1.075  -0.062
24 C 2.084 3.978 -0.868  -0.051
25 C 2.780 3.201 0.008  -0.069
26 C 2.296 1.949 0.473  -0.046
27 H -0.785 -4.260 -2.431  0.123
28 H -0.311 -3.247 -4.502  0.107
29 H 0.494 -0.809 -4.719  0.116
30 H 0.778 0.525 -2.607  0.126
31 H -0.764 1.890 2.511  0.111
32 H -2.924 1.917 3.901  0.128
33 H -4.607 0.137 3.432  0.113
34 H -4.515 -1.014 1.284  0.099
35 H -2.327 -1.255 0.110  0.037
36 H -0.808 2.121 -1.044  0.116
37 H 0.058 4.488 -1.490  0.120
38 H 2.482 4.960 -1.172  0.122
39 H 3.801 3.456 0.273  0.115
40 H 2.761 1.398 1.284  0.106

***

# C18H14BrN5O2Pd

A structure of composition C18H14BrN5O2Pd at a distorted geometry (the ωB97M-V functional and the def2-TZVPD basis, the Open Molecules 2025 dataset).

Its spin multiplicity is 1. As for the total energy: -3820.30657 a.u. The value obtained for the LUMO energy (spin up / spin down) is -2.63 / -2.62 eV. The calculation puts the gap between HOMO and LUMO (spin up / spin down) at 0.2239 / 0.2243 Ha.

Last column: Löwdin charge in e.
Geometry (Å):
1 Pd 0.395 0.817 0.428  0.810
2 O 0.473 5.391 3.876  0.057
3 C 1.299 4.983 2.876  -0.272
4 C 2.452 5.735 2.665  -0.014
5 C 3.368 5.371 1.700  -0.078
6 C 3.160 4.236 0.929  -0.079
7 C 2.027 3.479 1.149  -0.049
8 C 1.076 3.850 2.090  -0.112
9 C -0.135 2.937 2.282  -0.452
10 O -0.718 2.494 1.177  -0.197
11 N 0.404 1.783 3.109  0.026
12 N 0.102 0.587 2.642  -0.086
13 C 0.033 -0.468 3.370  -0.181
14 C -0.342 -1.741 2.832  -0.583
15 Br -0.170 -1.904 0.900  0.796
16 C -0.818 -2.776 3.546  -0.085
17 C -1.139 -2.674 4.966  -0.234
18 C -1.792 -1.548 5.477  -0.054
19 C -2.053 -1.434 6.828  -0.072
20 C -1.663 -2.437 7.699  -0.079
21 C -1.059 -3.580 7.200  -0.075
22 C -0.811 -3.707 5.845  -0.029
23 H -0.385 4.953 3.817  0.088
24 H 2.609 6.600 3.289  0.116
25 H 4.246 5.976 1.541  0.104
26 H 3.876 3.936 0.180  0.103
27 H 1.862 2.552 0.568  0.065
28 H -0.898 3.424 2.936  0.145
29 H 0.464 1.909 4.120  0.156
30 H 0.221 -0.422 4.442  0.139
31 H -1.000 -3.719 3.053  0.113
32 H -2.138 -0.783 4.798  0.118
33 H -2.569 -0.563 7.204  0.107
34 H -1.852 -2.341 8.758  0.105
35 H -0.786 -4.378 7.873  0.106
36 H -0.345 -4.602 5.463  0.116
37 N 1.126 0.592 -1.441  -0.038
38 C 1.458 1.473 -2.163  -0.342
39 N 1.905 2.219 -3.040  0.116
40 C 1.591 3.352 -3.558  -0.388
41 N 1.381 4.374 -4.048  0.112

***

# C18H14F3N3O4

An isolated molecule of C18H14F3N3O4 at a distorted geometry (the ωB97M-V functional and the def2-TZVPD basis, the Open Molecules 2025 dataset).

As for the SMILES: C/C(=N/NC(=O)c1ccc2c(c1)OCO2)c1ccc(NC(=O)C(F)(F)F)cc1. Its spin multiplicity is 1. As for the total energy: -1459.15961 a.u. The value obtained for the LUMO energy is 0.24 eV. The energy relative to the best compared isomer or geometry (same formula, charge and spin) is 0.0 kcal per mole. The calculation puts the gap between HOMO and LUMO at 0.3110 Ha.

Last column: Löwdin charge in e.
Geometry (Å):
1 C -1.000 2.567 -0.022  -0.023
2 C -0.604 1.127 0.071  -0.298
3 N 0.583 0.884 0.460  0.086
4 N 1.044 -0.366 0.624  0.066
5 C 2.280 -0.687 1.125  -0.421
6 O 2.512 -1.852 1.387  0.071
7 C 3.269 0.398 1.322  -0.137
8 C 4.219 0.199 2.320  -0.015
9 C 5.211 1.134 2.590  0.019
10 C 5.225 2.266 1.811  -0.200
11 C 4.286 2.463 0.794  -0.189
12 C 3.299 1.551 0.525  0.059
13 O 4.540 3.658 0.171  0.034
14 C 5.663 4.206 0.826  -0.157
15 O 6.081 3.329 1.852  0.041
16 C -1.617 0.116 -0.309  -0.183
17 C -2.887 0.125 0.264  -0.016
18 C -3.827 -0.817 -0.098  -0.010
19 C -3.520 -1.786 -1.051  -0.200
20 N -4.523 -2.714 -1.379  0.151
21 C -4.467 -3.709 -2.286  -0.362
22 O -3.558 -4.024 -3.006  0.135
23 C -5.824 -4.478 -2.314  -0.550
24 F -5.833 -5.476 -3.182  0.181
25 F -6.840 -3.649 -2.626  0.144
26 F -6.119 -4.982 -1.100  0.145
27 C -2.259 -1.803 -1.636  0.012
28 C -1.321 -0.860 -1.260  -0.021
29 H -0.141 3.193 0.201  0.079
30 H -1.369 2.791 -1.021  0.087
31 H -1.795 2.792 0.686  0.075
32 H 0.415 -1.165 0.510  0.150
33 H 4.170 -0.714 2.893  0.118
34 H 5.940 0.981 3.368  0.119
35 H 2.590 1.716 -0.266  0.113
36 H 6.483 4.344 0.103  0.140
37 H 5.396 5.182 1.263  0.140
38 H -3.136 0.863 1.011  0.116
39 H -4.806 -0.803 0.358  0.115
40 H -5.387 -2.594 -0.863  0.152
41 H -2.016 -2.544 -2.378  0.106
42 H -0.352 -0.865 -1.738  0.124

***

# C18H14F6IrN3O6S2

A structure of composition C18H14F6IrN3O6S2 (the ωB97M-V functional and the def2-TZVPD basis, the Open Molecules 2025 dataset).

Its spin multiplicity is 2. The net charge is +1. As for the total energy: -2809.67996 a.u. The value obtained for the LUMO energy (spin up / spin down) is -3.60 / -6.23 eV. The energy relative to the best compared isomer or geometry (same formula, charge and spin) is 11.4 kcal per mole. The calculation puts the gap between HOMO and LUMO (spin up / spin down) at 0.2982 / 0.1899 Ha.

Last column: Löwdin charge in e.
Geometry (Å):
1 Ir -0.435 0.005 -0.096  1.587
2 O -0.237 -0.626 -1.944  -0.181
3 C 0.108 -1.916 -2.009  -0.324
4 C 1.085 -2.300 -2.932  0.015
5 C 1.436 -3.625 -3.056  -0.030
6 C 0.808 -4.624 -2.298  -0.056
7 C -0.189 -4.275 -1.427  -0.016
8 C -0.542 -2.924 -1.245  -0.157
9 C -1.715 -2.565 -0.512  -0.035
10 N -1.901 -1.370 -0.055  -0.119
11 C -3.269 -0.810 0.001  -0.135
12 C -3.174 0.675 0.317  -0.146
13 N -1.963 1.225 -0.321  -0.117
14 C -1.861 2.462 -0.646  -0.019
15 C -0.638 3.148 -0.973  -0.110
16 C -0.752 4.467 -1.432  -0.013
17 C 0.363 5.230 -1.702  -0.040
18 C 1.637 4.693 -1.495  -0.026
19 C 1.788 3.407 -1.031  0.037
20 C 0.663 2.611 -0.766  -0.283
21 O 0.905 1.390 -0.331  -0.185
22 H 1.564 -1.530 -3.520  0.130
23 H 2.211 -3.900 -3.759  0.119
24 H 1.096 -5.659 -2.418  0.114
25 H -0.714 -5.033 -0.859  0.125
26 H -2.542 -3.272 -0.460  0.159
27 H -3.887 -1.335 0.731  0.138
28 H -3.715 -0.938 -0.986  0.134
29 H -3.043 0.826 1.390  0.124
30 H -4.065 1.211 -0.009  0.136
31 H -2.770 3.059 -0.635  0.152
32 H -1.740 4.889 -1.574  0.123
33 H 0.251 6.243 -2.063  0.118
34 H 2.512 5.295 -1.696  0.122
35 H 2.761 2.970 -0.853  0.137
36 F -1.101 1.237 4.681  0.167
37 C 0.046 0.615 4.442  -0.690
38 F -0.099 -0.684 4.642  0.170
39 F 0.994 1.095 5.220  0.185
40 S 0.502 0.928 2.681  0.676
41 O -0.673 0.322 1.967  -0.420
42 O 0.634 2.332 2.495  -0.214
43 N 1.792 0.086 2.541  -0.264
44 S 2.297 -0.799 1.349  0.683
45 O 1.202 -1.227 0.443  -0.397
46 O 3.492 -0.345 0.741  -0.201
47 C 2.658 -2.386 2.217  -0.686
48 F 1.549 -2.836 2.791  0.159
49 F 3.587 -2.182 3.132  0.180
50 F 3.084 -3.264 1.322  0.171

***

- Which of these has the highest spin multiplicity?
  C18H14F6IrN3O6S2

***

- What is the total energy in the third record?
  -1459.15961 a.u.

***

- What is the spin multiplicity in the second record?
  1

***

- Which of these has the lowest total energy?
  C18H14AsO4PbS2